# 1
C37H49BN13O3SSiV as an isolated structure in a non-equilibrium geometry. Source: the Open Molecules 2025 dataset; level of theory: the ωB97M-V functional and the def2-TZVPD basis.

* electronic energy: -109763.236 eV
* <S²>: 0.850
* max |F|: 0.0449 Eh/bohr
* E_HOMO (spin up / spin down): -4.70 / -3.22 eV

```
! RIJCOSX wB97M-V def2-TZVPD def2/J DEFGRID3
* xyz -1 2
V -0.293 -0.246 -0.309
C 2.051 2.336 1.464
C 2.246 2.025 0.020
C 3.250 2.543 -0.816
C 3.000 2.007 -2.064
C 3.754 2.206 -3.338
N 1.908 1.225 -1.948
N 1.443 1.231 -0.677
B 1.207 0.422 -3.060
N 1.314 -1.069 -2.686
N 0.908 -1.473 -1.457
C 1.135 -2.784 -1.375
C 0.786 -3.569 -0.160
C 1.702 -3.230 -2.577
C 1.792 -2.112 -3.386
C 2.296 -2.023 -4.787
N -0.273 0.827 -3.068
N -1.009 0.699 -1.934
C -2.263 1.049 -2.241
C -3.395 1.012 -1.270
C -2.324 1.419 -3.591
C -1.047 1.252 -4.085
C -0.549 1.478 -5.472
H 2.991 2.665 1.909
H 1.676 1.469 2.006
H 1.326 3.143 1.568
H 4.045 3.220 -0.551
H 4.599 2.869 -3.161
H 3.117 2.650 -4.103
H 4.132 1.259 -3.727
H 1.711 0.623 -4.121
H 0.545 -2.879 0.641
H 1.625 -4.194 0.146
H -0.069 -4.221 -0.356
H 1.980 -4.236 -2.841
H 2.641 -3.005 -5.102
H 3.125 -1.319 -4.879
H 1.508 -1.699 -5.469
H -3.027 0.796 -0.271
H -4.116 0.247 -1.565
H -3.908 1.974 -1.255
H -3.191 1.746 -4.140
H -1.357 1.877 -6.080
H -0.211 0.544 -5.925
H 0.286 2.180 -5.490
C -0.796 -3.459 2.783
C -0.632 -1.997 3.114
C -0.461 -1.612 4.436
C -0.296 -0.254 4.708
C -0.394 0.658 3.689
C -0.678 0.212 2.369
N -0.691 -1.120 2.108
N -0.958 1.022 1.323
Si -1.617 2.602 1.495
C -1.352 3.592 -0.100
C -1.038 3.828 2.852
C -3.482 2.477 1.900
H 0.170 -3.968 2.774
H -1.263 -3.578 1.809
H -1.423 -3.937 3.537
H -0.443 -2.347 5.229
H -0.095 0.078 5.720
H -0.262 1.713 3.871
H -0.629 4.396 0.055
H -2.291 4.056 -0.412
H -0.991 2.972 -0.921
H 0.046 3.951 2.914
H -1.398 3.546 3.844
H -1.464 4.807 2.618
H -3.874 1.463 1.791
H -4.062 3.122 1.235
H -3.684 2.794 2.925
O -7.730 -4.144 -5.629
S -6.442 -4.823 -5.594
O -5.329 -4.051 -6.115
O -6.465 -6.212 -6.017
C -6.139 -4.910 -3.792
N -6.879 -5.766 -3.085
C -6.694 -5.757 -1.775
C -5.758 -4.948 -1.149
C -5.007 -4.118 -1.975
N -5.229 -4.090 -3.292
C -3.919 -3.252 -1.490
C -2.921 -2.847 -2.381
C -1.899 -2.035 -1.952
N -1.772 -1.569 -0.678
C -2.758 -1.951 0.164
C -3.811 -2.768 -0.187
H -7.315 -6.439 -1.202
H -5.606 -4.992 -0.079
H -2.980 -3.168 -3.412
H -1.155 -1.738 -2.676
H -2.686 -1.562 1.168
H -4.568 -3.001 0.551
C 5.708 0.425 1.426
N 4.452 -0.246 1.666
C 3.894 -0.531 2.890
C 2.669 -1.073 2.624
N 2.464 -1.122 1.268
C 3.549 -0.626 0.731
H 6.366 0.283 2.281
H 5.556 1.496 1.274
H 6.185 0.016 0.537
H 4.404 -0.322 3.815
H 1.933 -1.439 3.320
H 3.735 -0.541 -0.330
*
```

---

# 2
A 2-piece molecular cluster, C3H4FN overall in a non-equilibrium geometry. Source: the Open Molecules 2025 dataset; level of theory: the ωB97M-V functional and the def2-TZVPD basis.

* electronic energy: -7378.395 eV
* max |F|: 0.0732 Eh/bohr
* E_HOMO (spin up / spin down): -10.20 / -9.04 eV

```
! RIJCOSX wB97M-V def2-TZVPD def2/J DEFGRID3
* xyz 0 1
C 0.568 0.075 2.293
C -0.225 -0.485 -0.113
C -0.311 0.147 1.183
N 1.427 -0.149 3.053
F -1.491 0.803 1.420
H 0.796 -0.620 -0.256
H -0.573 0.059 -0.983
H -0.953 -1.389 -0.021
H 1.076 1.810 1.040
*
```

---

# 3
The molecule C27H32N6O3 in a non-equilibrium geometry. Source: the Open Molecules 2025 dataset; level of theory: the ωB97M-V functional and the def2-TZVPD basis.

* electronic energy: -43601.839 eV
* SMILES string: CCC(C)(C)NC(=O)[C@H](c1cccn1C)N(C(=O)Cn1nnc2ccccc21)c1ccc(OC)cc1
* max |F|: 0.0253 Eh/bohr
* E_HOMO: -8.23 eV

```
! RIJCOSX wB97M-V def2-TZVPD def2/J DEFGRID3
* xyz 0 1
C -5.316 -2.094 -0.651
H -5.388 -2.137 -1.735
C -4.291 -1.061 -0.202
H -4.592 -0.076 -0.569
H -4.278 -1.020 0.888
C -2.846 -1.319 -0.670
N -2.020 -0.204 -0.195
C -1.772 0.094 1.084
O -2.191 -0.515 2.047
C -0.864 1.327 1.297
C -0.894 2.365 0.222
C -0.445 2.320 -1.082
C -0.703 3.573 -1.662
C -1.296 4.340 -0.696
N -1.409 3.610 0.439
C -1.918 4.110 1.687
H -2.794 3.542 2.009
H -2.205 5.152 1.556
H -1.144 4.050 2.455
H -1.642 5.354 -0.740
H -0.477 3.869 -2.667
H 0.054 1.506 -1.572
N 0.508 0.854 1.540
C 1.314 1.693 2.218
O 0.951 2.791 2.596
C 2.750 1.213 2.468
N 3.365 0.689 1.288
C 3.379 1.228 0.038
C 2.883 2.403 -0.515
C 3.087 2.573 -1.865
C 3.763 1.619 -2.642
C 4.261 0.458 -2.101
C 4.063 0.258 -0.735
N 4.400 -0.766 0.101
N 3.984 -0.497 1.268
H 4.782 -0.276 -2.694
H 3.891 1.812 -3.697
H 2.714 3.466 -2.344
H 2.359 3.133 0.080
H 2.763 0.423 3.223
H 3.312 2.076 2.844
C 0.842 -0.500 1.254
C 0.904 -1.429 2.288
C 1.259 -2.732 2.027
C 1.566 -3.138 0.726
C 1.467 -2.217 -0.311
C 1.100 -0.910 -0.044
H 1.049 -0.200 -0.855
H 1.688 -2.496 -1.329
O 1.931 -4.434 0.580
C 2.386 -4.866 -0.681
H 3.234 -4.265 -1.023
H 2.706 -5.898 -0.541
H 1.588 -4.836 -1.430
H 1.319 -3.461 2.819
H 0.665 -1.120 3.294
H -1.198 1.783 2.237
H -1.667 0.432 -0.896
C -2.290 -2.626 -0.101
H -2.834 -3.476 -0.502
H -1.239 -2.727 -0.363
H -2.373 -2.625 0.981
C -2.734 -1.319 -2.194
H -3.155 -0.405 -2.611
H -3.265 -2.168 -2.613
H -1.690 -1.393 -2.490
H -5.066 -3.082 -0.276
H -6.294 -1.824 -0.259
*
```

---

# 4
C30H28N9O4S2Zr as an isolated structure. Source: the Open Molecules 2025 dataset; level of theory: the ωB97M-V functional and the def2-TZVPD basis.

* electronic energy: -76111.954 eV
* max |F|: 0.0116 Eh/bohr
* E_HOMO: -10.00 eV

```
! RIJCOSX wB97M-V def2-TZVPD def2/J DEFGRID3
* xyz 1 1
Zr -0.086 -1.071 -0.607
C 5.181 -0.636 1.578
C 5.303 -1.669 0.471
N 4.379 -1.411 -0.624
C 3.079 -1.718 -0.576
S 2.130 -1.183 -1.957
N 2.640 -2.390 0.463
N 1.289 -2.614 0.417
C 0.831 -3.362 1.366
C 1.696 -3.927 2.439
C -0.635 -3.530 1.399
C -1.253 -4.590 2.049
C -2.637 -4.662 2.050
C -3.362 -3.670 1.414
C -2.675 -2.649 0.776
N -1.344 -2.580 0.759
H 5.865 -0.868 2.392
H 5.419 0.361 1.212
H 4.166 -0.625 1.975
H 6.305 -1.676 0.041
H 5.104 -2.672 0.847
H 4.680 -0.831 -1.389
H 2.491 -4.540 2.015
H 2.195 -3.096 2.942
H 1.134 -4.501 3.167
H -0.662 -5.348 2.537
H -3.138 -5.480 2.547
H -4.441 -3.672 1.407
H -3.195 -1.845 0.274
S 0.475 0.047 1.619
C 0.606 1.708 1.088
N 0.878 2.715 1.873
N 1.065 2.491 3.137
C 1.357 3.546 4.032
C 1.731 3.206 5.325
C 2.017 4.212 6.233
C 1.939 5.542 5.846
C 1.564 5.862 4.548
C 1.263 4.870 3.628
N 0.430 2.104 -0.214
N 0.221 1.188 -1.058
C -0.123 1.661 -2.371
C -0.169 0.730 -3.398
C -0.596 1.107 -4.664
C -0.970 2.422 -4.897
C -0.904 3.353 -3.866
C -0.485 2.984 -2.599
H 0.996 1.545 3.505
H 1.800 2.168 5.621
H 2.307 3.953 7.241
H 2.168 6.327 6.552
H 1.498 6.897 4.244
H 0.969 5.114 2.621
H 0.158 -0.296 -3.247
H -0.620 0.377 -5.462
H -1.301 2.727 -5.879
H -1.189 4.380 -4.047
H -0.448 3.703 -1.794
O -0.852 -2.531 -2.038
C -1.810 -2.462 -2.832
C -2.733 -1.383 -2.935
C -3.581 -1.363 -4.061
C -4.408 -0.286 -4.237
C -4.458 0.768 -3.319
C -3.670 0.741 -2.196
C -2.777 -0.327 -1.983
O -2.018 -0.354 -0.924
N -5.269 -0.233 -5.430
O -5.947 0.761 -5.576
O -5.235 -1.187 -6.178
H -1.940 -3.306 -3.522
H -3.567 -2.165 -4.786
H -5.126 1.594 -3.509
H -3.703 1.541 -1.471
*
```

---

# 5
C6H18Cr2HgO12S2 as an isolated structure in a non-equilibrium geometry. Source: the Open Molecules 2025 dataset; level of theory: the ωB97M-V functional and the def2-TZVPD basis.

* electronic energy: -113772.742 eV
* <S²>: 20.020
* max |F|: 0.0632 Eh/bohr
* E_HOMO (spin up / spin down): -9.07 / -9.17 eV

```
! RIJCOSX wB97M-V def2-TZVPD def2/J DEFGRID3
* xyz 0 9
Hg -1.860 25.973 -17.652
Cr 2.057 25.309 -18.072
Cr 0.470 22.614 -17.108
C 4.719 22.332 -17.225
C 3.566 22.384 -18.215
O 2.487 23.204 -17.846
H 5.220 23.303 -17.218
H 5.455 21.614 -17.589
H 4.401 22.076 -16.216
H 3.226 21.382 -18.507
H 3.984 22.729 -19.174
S -2.733 22.984 -16.254
O -2.996 22.628 -14.866
O -2.675 24.486 -16.402
O -1.390 22.386 -16.588
O -3.689 22.467 -17.210
S 0.390 28.249 -18.124
O 0.473 28.632 -16.716
O 1.257 27.025 -18.295
O -0.987 27.721 -18.428
O 0.741 29.259 -19.066
O 0.243 24.723 -17.215
H 0.325 24.943 -16.274
C -2.835 27.424 -14.246
C -1.440 26.826 -14.187
O -0.914 26.732 -15.528
H -3.520 26.887 -14.905
H -2.792 28.463 -14.572
H -3.313 27.357 -13.264
H -1.452 25.822 -13.767
H -0.772 27.469 -13.612
H -0.408 27.555 -15.747
C 2.095 24.386 -13.736
C 2.123 22.930 -14.155
O 0.997 22.602 -14.976
H 2.195 25.035 -14.605
H 2.854 24.602 -12.984
H 1.157 24.600 -13.212
H 2.150 22.234 -13.315
H 3.062 22.777 -14.688
H 0.235 22.438 -14.402
*
```